(1)
{
  "formula": "C4H12N2",
  "method": "wB97M-V/def2-TZVPD",
  "energy_ha": -268.9533,
  "e_lumo_ev": 1.0,
  "homo_lumo_gap_ev": 7.51,
  "total_charge": 0,
  "largest_force_ha_per_bohr": 0.0543,
  "species": ["C", "C", "C", "C", "N", "N", "H", "H", "H", "H", "H", "H", "H", "H", "H", "H", "H", "H"],
  "positions_angstrom": [[-0.7347, 0.4007, -0.5206], [0.3371, 1.3470, -0.6908], [-0.0816, -1.6920, 1.3416], [0.4407, 2.5096, 0.2681], [0.2349, -1.1535, 0.0160], [0.1268, -2.1596, -1.0042], [-0.8526, -2.2330, -1.2784], [0.6265, -1.7990, -1.8205], [-1.3093, 0.0818, -1.3931], [-1.4058, 0.5663, 0.3236], [0.6297, 1.5707, -1.7159], [1.0421, -0.4269, -0.1637], [-1.1575, -1.8644, 1.4267], [0.2189, -0.9632, 2.0964], [0.4400, -2.6317, 1.5206], [1.3635, 3.0698, 0.0924], [0.4798, 2.1601, 1.3061], [-0.3986, 3.2175, 0.1957]],
  "forces_ev_per_a": [[1.06, 2.58, -0.24], [-1.85, -0.53, -0.38], [0.58, 0.16, -0.12], [0.27, -0.13, 0.25], [-0.40, 0.76, -0.75], [0.71, -0.19, -0.08], [0.10, 0.17, 0.15], [-0.19, -0.09, 0.24], [0.53, -0.66, 0.06], [0.25, -0.27, 0.23], [-0.05, -0.15, 0.06], [-1.08, -1.74, 0.74], [0.07, 0.04, -0.14], [-0.07, 0.00, -0.09], [0.03, -0.02, 0.00], [-0.09, 0.01, 0.07], [-0.01, 0.12, 0.02], [0.13, -0.05, -0.03]],
  "mulliken_charge": [-0.3208, -0.5493, -0.8867, -1.1741, -0.0708, -0.7801, 0.2705, 0.2711, 0.3073, 0.2669, 0.2955, 0.5320, 0.3023, 0.3456, 0.3272, 0.3683, 0.2485, 0.2468]
}

=====

(2)
{
  "formula": "C4H12N2",
  "method": "wB97M-V/def2-TZVPD",
  "energy_ha": -269.0784,
  "smiles": "CCNCCN",
  "e_lumo_ev": 1.2,
  "homo_lumo_gap_ev": 9.86,
  "total_charge": 0,
  "largest_force_ha_per_bohr": 0.0421,
  "species": ["N", "C", "C", "N", "C", "C", "H", "H", "H", "H", "H", "H", "H", "H", "H", "H", "H", "H"],
  "positions_angstrom": [[1.4271, 1.3837, 2.2521], [1.7397, 0.6106, 1.0771], [0.7151, 0.7869, -0.0749], [0.1444, -0.4878, -0.4900], [-0.9977, -0.3787, -1.4066], [-2.0205, -1.4825, -1.1571], [0.4360, 1.5520, 2.3063], [1.8234, 1.0865, 3.1258], [2.7510, 0.8188, 0.7140], [1.7487, -0.4774, 1.3061], [1.3179, 1.0303, -0.9676], [0.0590, 1.6513, 0.1350], [-0.1349, -1.0009, 0.3366], [-0.6900, -0.4218, -2.4543], [-1.4877, 0.5971, -1.2312], [-2.7635, -1.2585, -0.3432], [-2.5903, -1.5800, -2.0878], [-1.4777, -2.4295, -1.0401]],
  "forces_ev_per_a": [[-0.31, 1.01, -0.41], [-0.03, -1.52, -0.17], [1.96, 0.01, -0.92], [-0.69, 0.00, 0.58], [-0.32, 0.49, 0.86], [-0.39, 0.14, -0.43], [-0.05, -0.06, 0.41], [-0.04, -0.26, -0.01], [-0.12, 0.23, 0.10], [0.03, 0.30, -0.14], [-0.30, 0.73, 0.32], [-0.33, -0.49, -0.03], [-0.21, -0.10, 0.02], [0.27, 0.08, 0.12], [0.04, -0.17, -0.34], [1.02, -0.38, -0.54], [-0.18, -0.12, 0.23], [-0.36, 0.10, 0.35]],
  "mulliken_charge": [-0.5512, -0.3110, -0.6276, -0.3975, -0.2331, -1.2156, 0.1688, 0.2013, 0.2414, 0.2932, 0.2317, 0.4383, 0.2217, 0.2707, 0.2576, 0.2910, 0.3781, 0.3421]
}

=====

(3)
{
  "formula": "C4H12N2",
  "method": "wB97M-V/def2-TZVPD",
  "energy_ha": -268.7177,
  "e_lumo_ev": [-3.6, -9.1],
  "homo_lumo_gap_ev": [9.38, 3.86],
  "s_squared": 0.754,
  "total_charge": 1,
  "multiplicity": 2,
  "largest_force_ha_per_bohr": 0.0773,
  "species": ["C", "N", "C", "C", "C", "N", "H", "H", "H", "H", "H", "H", "H", "H", "H", "H", "H", "H"],
  "positions_angstrom": [[1.1135, -0.6508, -0.7189], [2.0602, -1.7703, -0.4466], [0.7211, 0.0870, 0.6102], [-0.2718, 1.2022, 0.6330], [-1.4945, 1.0851, -0.3072], [-2.4504, 0.2058, 0.3839], [1.5896, 0.0307, -1.4600], [0.1325, -0.9574, -1.2313], [1.8779, -2.4972, -1.0287], [3.0977, -1.5782, -0.6794], [0.3440, -0.8212, 1.1194], [1.6201, 0.3439, 1.0582], [-0.8392, 1.0267, 1.5958], [0.1615, 2.2004, 0.6437], [-1.1821, 0.6885, -1.2268], [-1.8651, 2.1099, -0.4006], [-2.2229, -0.7376, 0.0239], [-2.3920, 0.0324, 1.4313]],
  "forces_ev_per_a": [[0.20, 1.04, -1.30], [1.69, 2.96, 1.36], [-0.75, -3.38, -1.96], [-1.14, -0.55, 2.52], [-0.89, 1.18, 1.08], [3.20, -1.81, -0.03], [-0.43, -0.04, 0.46], [1.49, -0.32, 0.65], [-1.02, -2.78, -1.91], [-2.40, 0.32, 0.67], [0.04, 0.69, 0.56], [1.57, 0.80, 1.14], [1.44, 1.15, -0.12], [-0.27, 0.05, -0.31], [-0.38, -0.62, -1.43], [-0.27, -0.15, -0.04], [-1.22, 0.07, -0.30], [-0.85, 1.38, -1.05]],
  "lowdin_spin": [0.0031, 0.0001, 0.0171, 0.0901, 0.1085, 0.7002, 0.0000, 0.0008, 0.0000, 0.0000, 0.0013, 0.0063, 0.0013, 0.0102, -0.0003, 0.0265, 0.0148, 0.0201]
}